Entry 1:
Entry from the OMol25 dataset: 16 unconnected molecules or ions with the total composition C16H64O16 in a non-equilibrium geometry (wB97M-V/def2-TZVPD).

Structure (ORCA input):
```
! wB97M-V def2-TZVPD RIJCOSX def2/J DEFGRID3
* xyz 0 1
C -4.32323 1.41272 -3.69311
O -4.02323 0.05772 -3.32811
H -3.58523 1.76172 -4.36911
H -4.18823 2.07072 -2.86211
H -5.32823 1.58172 -4.04611
H -3.10123 -0.03428 -3.06811
C 3.69177 0.93572 2.85489
O 3.51577 1.89372 3.85289
H 2.83977 0.81672 2.24889
H 3.73577 -0.06628 3.32089
H 4.63377 1.14472 2.40189
H 2.61177 2.05972 4.20589
C 3.56177 -3.24828 2.03389
O 2.75077 -2.18928 1.48389
H 3.47677 -4.15928 1.46489
H 3.15777 -3.48728 3.05389
H 4.61377 -2.96328 2.13789
H 3.24277 -1.66828 0.83289
C 1.07677 -0.91128 4.08489
O -0.12423 -0.45528 4.66089
H 1.08577 -0.40528 3.14289
H 1.05377 -1.96028 3.92789
H 1.87877 -0.65828 4.77889
H -0.83623 -0.67428 4.08989
C 0.59577 -0.12428 -0.46611
O -0.69023 0.45172 -0.28011
H 0.49677 -1.09128 -0.98311
H 1.12377 -0.33128 0.45889
H 1.23377 0.43172 -1.14311
H -1.03423 0.57472 -1.19311
C 0.13577 2.18772 2.20889
O -0.65323 3.20672 2.79889
H 1.13977 2.36072 2.53189
H 0.04277 2.22472 1.15689
H -0.14123 1.25672 2.65889
H -1.09323 2.86372 3.59789
C -0.70323 0.47472 -4.00111
O -1.19323 -0.25828 -2.88711
H -1.39123 1.31272 -4.21011
H -0.62923 -0.07828 -4.88211
H 0.30877 0.77972 -3.77111
H -0.68723 -1.03528 -2.82611
C -2.37523 -2.59428 -0.68011
O -3.46623 -2.18028 -1.49011
H -2.05123 -3.60328 -0.81811
H -2.49723 -2.31228 0.38689
H -1.54423 -1.98828 -1.04111
H -3.68623 -1.32628 -1.18111
C 0.29777 -4.17128 0.43589
O 0.28377 -3.04128 1.29189
H 1.25177 -4.67928 0.45389
H 0.14177 -3.83928 -0.60311
H -0.47323 -4.91728 0.63389
H 1.16377 -2.69228 1.23989
C 5.03477 -0.45628 0.36689
O 3.80677 -0.39928 -0.36611
H 5.37577 0.56972 0.48089
H 5.75977 -1.00928 -0.23611
H 5.04277 -0.95928 1.34189
H 3.80177 0.41272 -0.84211
C 3.31877 2.64372 -0.07711
O 3.34777 2.12072 -1.35511
H 2.53877 2.22672 0.56489
H 3.05877 3.69072 -0.17611
H 4.21677 2.50672 0.47089
H 2.48677 2.27472 -1.83111
C 0.47077 -3.69928 -3.16711
O 0.84577 -2.37828 -3.04311
H 0.41977 -3.76928 -4.23511
H -0.49223 -3.87328 -2.70911
H 1.17777 -4.46428 -2.70611
H 1.80477 -2.35728 -2.91711
C -2.54923 -0.36328 2.79489
O -1.43623 -0.86628 2.10789
H -3.39923 -0.19528 2.15489
H -2.33723 0.60372 3.28289
H -2.82823 -1.11728 3.49489
H -1.22223 -0.24528 1.37889
C -2.66323 2.91872 0.40489
O -3.02123 2.78672 -0.97211
H -2.30123 1.94472 0.72989
H -3.43923 3.34272 0.91689
H -1.87623 3.55072 0.31889
H -3.19423 3.67672 -1.35511
C 0.36877 3.12172 -1.83611
O 1.36877 3.04072 -2.78411
H -0.15923 4.07272 -1.80011
H 0.84077 3.01472 -0.90211
H -0.38123 2.33072 -1.95811
H 1.07877 3.05772 -3.68811
C -5.38823 0.51072 -0.42811
O -4.00423 0.23372 -0.26211
H -5.90923 -0.40828 -0.82811
H -5.52823 1.36872 -1.08611
H -5.84623 0.77172 0.53289
H -3.51223 1.05272 -0.39011
*
```

Gap between HOMO and LUMO (eV): 9.01
LUMO level (eV): 0.10

Entry 2:
Entry from the OMol25 dataset: a molecular structure, C16H7Br4CuN8O3 in a non-equilibrium geometry (wB97M-V/def2-TZVPD).

Structure (ORCA input):
```
! wB97M-V def2-TZVPD RIJCOSX def2/J DEFGRID3
* xyz -2 1
Cu -0.03340 -0.23120 0.25910
Br 6.08490 0.69230 3.29940
C 4.27810 0.21710 2.95630
C 3.51390 -0.37110 3.94080
Br 4.25660 -0.75140 5.64490
C 2.18390 -0.68900 3.67820
Br 1.09100 -1.45690 5.03160
C 1.57730 -0.46410 2.44550
O 0.34730 -0.74290 2.22450
C 2.39210 0.12350 1.39880
O 1.88300 0.31860 0.22990
C 3.70320 0.46270 1.70770
Br 4.71470 1.30440 0.33380
N -0.03170 -0.87880 -4.24720
C 0.69610 -0.28310 -3.27620
N 0.24260 -0.63900 -2.11350
C -0.80710 -1.46410 -2.38410
N -0.99740 -1.63780 -3.68750
C -1.62740 -1.97410 -1.32040
C -2.85470 -2.58470 -1.55450
N -3.63960 -3.03110 -0.58860
C -3.19780 -2.78960 0.66260
C -1.99400 -2.18470 0.92540
N -1.16060 -1.79230 -0.05190
H 0.01380 -0.77630 -5.24740
H 1.52720 0.36350 -3.46770
H -3.19410 -2.73460 -2.57160
H -3.83450 -3.13650 1.46690
H -1.63980 -2.01570 1.93100
N 0.65720 2.38100 -1.30350
C -0.58370 2.45090 -0.73330
O -1.10080 1.43810 -0.19240
C -1.26370 3.69470 -0.86080
C -2.55690 3.92090 -0.40290
N -3.62270 4.19200 -0.04490
C -0.61950 4.78750 -1.42130
N -0.07840 5.69370 -1.90080
H 1.24070 1.61630 -0.97730
H 1.12220 3.25100 -1.52160
*
```

Gap between HOMO and LUMO (eV): 5.39
LUMO level (eV): 4.24

Entry 3:
Entry from the OMol25 dataset: a molecular structure, C16H8Cl5ORbS6 (wB97M-V/def2-TZVPD).

Structure (ORCA input):
```
! wB97M-V def2-TZVPD RIJCOSX def2/J DEFGRID3
* xyz -2 1
Rb -0.10646 -1.21906 0.98464
Cl 1.01861 -0.98988 4.31418
C 2.64846 -0.91471 3.58293
C 2.73169 -0.80586 2.21693
C 4.01131 -0.75579 1.72367
Cl 4.23193 -0.59598 -0.04413
C 5.16207 -0.81730 2.50499
Cl 6.75878 -0.76604 1.80784
C 5.02135 -0.92577 3.88815
Cl 6.42416 -1.00133 4.90698
C 3.74251 -0.97187 4.44208
Cl 3.56337 -1.09938 6.16817
S -8.46218 -1.03671 0.67132
C -6.77206 -1.07103 0.62886
S -5.78103 0.30816 0.68130
C -4.19790 -0.43292 0.66593
C -4.21570 -1.79629 0.65471
S -2.88652 -2.93245 0.62109
S -5.82793 -2.48335 0.66514
S -2.83584 0.66820 0.65448
C -0.64973 -0.97202 -3.92794
S -0.76567 -0.94556 -2.13624
O 0.48658 -1.63014 -1.65259
C -0.42907 0.81990 -2.04026
C -1.47888 1.71860 -2.15475
C -1.20326 3.07457 -2.09224
C 0.10128 3.51555 -1.88979
C 1.13574 2.60210 -1.75150
C 0.87141 1.24012 -1.82710
H 0.31773 -0.55932 -4.21030
H -1.46731 -0.38247 -4.34135
H -0.73906 -2.01256 -4.23921
H -2.49828 1.36396 -2.24740
H -2.01655 3.78662 -2.15236
H 0.30545 4.57656 -1.81181
H 2.14699 2.94228 -1.56822
H 1.65402 0.50118 -1.69618
*
```

Gap between HOMO and LUMO (eV): 4.43
LUMO level (eV): 3.71

Entry 4:
Entry from the OMol25 dataset: a molecular structure, C16H8F3NO4PdS (wB97M-V/def2-TZVPD).

Structure (ORCA input):
```
! wB97M-V def2-TZVPD RIJCOSX def2/J DEFGRID3
* xyz -2 1
Pd 0.12665 -1.09400 -0.81272
O -2.55566 -1.66423 2.47566
C -1.56927 -1.74494 1.72962
O -1.33513 -0.97746 0.75015
C -0.55976 -2.83509 2.06859
C -0.37188 -3.08735 3.42524
C 0.50917 -4.05716 3.87738
C 1.20987 -4.81177 2.94607
C 1.03235 -4.57632 1.59275
C 0.15882 -3.58514 1.11873
S 0.00734 -3.39260 -0.63570
H -0.96437 -2.50596 4.12229
H 0.64394 -4.22418 4.94061
H 1.90726 -5.57731 3.27182
H 1.59169 -5.14722 0.86154
O -2.26895 0.94027 -1.70214
C -1.24125 1.52156 -1.45567
N -0.02878 0.99393 -1.08363
C 0.89324 1.98317 -0.91310
O 2.04440 1.88458 -0.52776
C 0.23379 3.30384 -1.25287
C 0.71855 4.59390 -1.26066
C -0.16917 5.61317 -1.60417
C -1.49630 5.32930 -1.91922
C -1.97091 4.01831 -1.90208
C -1.07816 3.02237 -1.56684
H 1.75189 4.79455 -1.00591
H 0.17144 6.64245 -1.62439
H -2.16530 6.14262 -2.17710
H -3.00010 3.77828 -2.13892
F 2.72917 -1.89514 -1.60727
C 1.61985 -1.27580 -2.11558
F 1.31508 -2.01069 -3.24586
F 2.11050 -0.09996 -2.62886
*
```

Gap between HOMO and LUMO (eV): 6.17
LUMO level (eV): 4.73

Entry 5:
Entry from the OMol25 dataset: a molecular structure, C16H9BrF3N2O2SV in a non-equilibrium geometry (wB97M-V/def2-TZVPD).

Structure (ORCA input):
```
! wB97M-V def2-TZVPD RIJCOSX def2/J DEFGRID3
* xyz 2 1
V 0.07416 0.20263 0.27136
S 0.42352 4.54099 0.28405
C 1.87237 3.89680 0.98273
C 1.81457 2.55869 1.17886
C 0.58018 2.00360 0.71502
C -0.28395 3.00378 0.25244
C -1.66420 2.63942 0.03728
C -2.68872 3.50885 -0.30137
C -3.98849 3.02456 -0.34278
C -4.21659 1.70157 -0.00179
C -3.14016 0.88606 0.31407
N -1.88181 1.33042 0.30696
H 2.69788 4.55746 1.20222
H 2.62640 2.00306 1.62647
H -2.46834 4.54606 -0.51542
H -4.80921 3.67407 -0.61538
H -5.21726 1.29478 0.02911
H -3.31349 -0.13945 0.60724
Br 1.67719 1.14619 -2.29330
C 2.69300 0.12541 -1.05967
C 4.01713 -0.24222 -1.20697
C 4.59489 -0.98774 -0.18470
C 3.85361 -1.35913 0.94063
C 2.54238 -0.95793 0.99266
N 1.98788 -0.21890 0.00947
C 1.52258 -1.22658 2.08389
O 1.70267 -1.77270 3.10647
O 0.34994 -0.69598 1.61128
H 4.57257 0.03881 -2.09040
H 5.63156 -1.28811 -0.26436
H 4.28012 -1.94110 1.74651
F -1.66496 -0.10811 -1.99186
C -1.12119 -0.74741 -0.97527
F -1.95189 -1.62961 -0.46025
F -0.00713 -1.40238 -1.42918
*
```

Gap between HOMO and LUMO (alpha / beta) (eV): 5.98 / 6.24
LUMO level (alpha / beta) (eV): -9.49 / -9.25

Entry 6:
Entry from the OMol25 dataset: a molecular structure, C16H9Cl5CrN2O2S2Te in a non-equilibrium geometry (wB97M-V/def2-TZVPD).

Structure (ORCA input):
```
! wB97M-V def2-TZVPD RIJCOSX def2/J DEFGRID3
* xyz -1 4
Cr 0.24916 -0.00198 0.10044
O -0.19117 3.96739 -1.59326
C -0.90337 4.52748 -0.59744
C -1.20870 5.88313 -0.68706
C -1.93388 6.51260 0.30647
C -2.37110 5.78851 1.40759
C -2.07975 4.44485 1.51317
C -1.34442 3.78758 0.52223
C -1.01016 2.37717 0.66581
O -0.36917 1.74467 -0.28051
N -1.33354 1.72005 1.76552
N -0.87866 0.43845 1.71927
C -1.21078 -0.28710 2.74486
S -0.82697 -1.99786 2.85113
C -1.17203 -2.09847 4.63952
C -2.39862 -1.25907 4.90043
S -2.20177 0.36412 4.06298
H -0.04089 3.02498 -1.33733
H -0.86225 6.42323 -1.55480
H -2.16163 7.56760 0.22147
H -2.94586 6.28010 2.18002
H -2.41047 3.86319 2.36121
H -0.30338 -1.72458 5.18148
H -1.32819 -3.15059 4.87530
H -2.52837 -1.05344 5.96051
H -3.29682 -1.73445 4.50170
Cl 0.48437 -2.39357 0.13446
C 1.20314 -2.00672 -1.39524
C 1.05915 -0.64039 -1.63819
C 1.58686 -0.23838 -2.87340
Cl 1.44723 1.43119 -3.29420
C 2.22144 -1.11971 -3.74150
Cl 2.81725 -0.57729 -5.26718
C 2.38662 -2.46207 -3.39606
Cl 3.23488 -3.54431 -4.42801
C 1.84809 -2.92388 -2.19027
Cl 1.99812 -4.58385 -1.73614
Te 2.38861 0.63009 1.16900
*
```

Expectation value of S²: 4.09
Gap between HOMO and LUMO (alpha / beta) (eV): 4.97 / 5.30
LUMO level (alpha / beta) (eV): 1.98 / 2.00